The following is a DFT calculation (wB97M-V/def2-TZVPD) of a structure of composition C30H32AsBrCl3F6N5O5PSTl.

The geometry in XYZ format:
```
86
Properties=species:S:1:pos:R:3
Tl 1.32 0.19 1.33
Br 1.87 -3.07 -2.80
As 2.29 -0.49 4.59
Cl 4.25 -0.17 -0.31
Cl 2.89 4.98 -1.16
Cl 7.90 3.74 0.25
S 1.92 2.10 -2.65
P 1.12 3.53 2.53
F 2.37 -1.49 3.13
F 0.70 0.00 4.05
F 2.18 0.62 5.89
F 3.90 -0.91 4.98
F 2.89 0.82 3.54
F 1.63 -1.79 5.47
O 1.22 -1.18 -0.62
O 0.63 2.46 1.56
O -0.16 0.55 -0.75
O -6.39 -0.87 0.85
O 2.48 1.91 -1.12
N -0.61 -1.11 1.81
N 0.27 4.01 -3.35
N -4.14 -0.92 0.98
N -5.37 -2.82 0.31
N 0.02 3.24 -1.18
C -0.16 -2.35 -4.56
C -1.26 -1.66 -5.05
C -2.63 -3.62 -2.09
C 0.34 -0.52 -1.23
C -0.16 -0.97 -2.57
C 2.91 3.71 2.56
C -4.60 -4.89 -0.64
C 0.48 5.13 2.00
C -1.58 -3.19 2.40
C -4.47 -3.51 -0.54
C 6.30 3.23 -0.13
C -3.48 -2.87 -1.28
C 3.74 2.42 -0.81
C 0.62 3.23 -2.34
C 4.08 3.76 -0.83
C -1.26 -0.29 -3.10
C -0.49 -2.34 2.31
C -1.81 -0.62 -4.32
C -2.74 -5.00 -2.19
C -1.80 -0.70 1.38
C 0.57 3.28 4.20
C -1.80 -5.78 -3.07
C -2.95 -1.48 1.44
C 4.69 1.49 -0.41
C -2.82 -2.76 1.97
C -5.37 -1.51 0.71
C 5.97 1.89 -0.06
C 5.36 4.18 -0.51
C -3.75 -5.62 -1.46
C 0.39 -2.02 -3.32
H -3.69 -3.41 2.06
H -1.86 0.31 0.99
H -6.29 -3.23 0.38
H 0.95 2.32 4.57
H -1.82 -5.41 -4.09
H -1.68 0.51 -2.50
H -4.25 0.08 1.12
H 0.87 4.11 -4.15
H -1.45 -4.17 2.82
H -2.67 -0.08 -4.69
H 3.35 2.88 3.11
H 6.69 1.15 0.27
H -1.68 -1.94 -6.01
H 0.27 -3.16 -5.12
H -0.52 3.25 4.23
H 0.49 -2.64 2.65
H -2.06 -6.84 -3.08
H 3.18 4.65 3.03
H -0.77 -5.69 -2.72
H -3.38 -1.80 -1.25
H 3.28 3.69 1.53
H -0.55 4.01 -0.88
H -3.87 -6.70 -1.52
H 0.85 5.34 1.00
H -0.58 4.56 -3.32
H 0.93 4.08 4.85
H 5.61 5.23 -0.53
H 0.81 5.92 2.68
H -0.61 5.10 2.00
H -1.87 -3.10 -2.66
H -5.37 -5.40 -0.08
H 0.18 2.48 -0.51
```

As for the total energy: -9514.0068 Ha. Its spin multiplicity is 2. The strongest force on any atom comes out at 0.43 eV Å⁻¹. The charge is +1. For the HOMO energy (spin up / spin down), the calculation gives -10.29 / -10.29 eV. The calculation puts the HOMO-LUMO gap (spin up / spin down) at 6.94 / 5.69 eV.

Atom charges from the natural (NBO) analysis, given in e for atoms 1 to 8:
1 Tl 1.321
2 Br 0.121
3 As 2.848
4 Cl 0.120
5 Cl 0.018
6 Cl 0.068
7 S 0.699
8 P 1.963